No. 1
{"formula": "C20H19F3N3O4PtSSi", "method": "ωB97M-V/def2-TZVPD", "charge": -1, "orbital_gap_ha": [0.240, 0.270], "multiplicity": 3, "e_lumo_ev": [2.588, 2.197], "total_energy_ha": -2345.553560, "e_homo_ev": [-3.9377, -5.1516], "e_above_lowest_kcal_mol": 0.00, "symbols": ["Pt", "F", "C", "F", "F", "C", "C", "C", "C", "N", "C", "S", "H", "H", "H", "C", "C", "N", "C", "C", "N", "C", "O", "O", "C", "O", "O", "H", "H", "H", "H", "H", "C", "Si", "C", "C", "C", "C", "C", "C", "C", "H", "H", "H", "H", "H", "H", "H", "H", "H", "H", "H"], "positions_angstrom": [[-0.12639, 0.16002, 0.52014], [-2.98926, 4.51903, -0.30686], [-1.95036, 5.33728, -0.21515], [-1.87196, 5.99241, -1.39977], [-2.28723, 6.29072, 0.68837], [-0.62924, 4.70571, 0.13277], [0.42916, 5.60007, 0.19838], [1.71009, 5.15341, 0.45658], [1.86937, 3.78581, 0.62378], [0.87153, 2.92314, 0.58424], [-0.39016, 3.33466, 0.36123], [-1.60780, 2.09517, 0.42716], [0.23712, 6.65403, 0.03790], [2.54990, 5.82947, 0.52273], [2.85164, 3.35780, 0.79608], [-3.58393, -0.42904, -1.03659], [-2.79046, -1.52458, -0.42510], [-1.66165, -1.39531, 0.23700], [-1.28556, -2.65183, 0.66425], [-2.23419, -3.54944, 0.26433], [-3.16728, -2.81883, -0.42634], [-2.41678, -5.01667, 0.38981], [-1.50890, -5.66296, 1.06713], [-3.38706, -5.53255, -0.13501], [-0.09464, -2.85958, 1.55357], [0.17210, -4.04525, 1.85974], [0.54344, -1.84196, 1.88931], [-2.95075, 0.44608, -1.18335], [-4.40660, -0.14405, -0.37932], [-3.99790, -0.73825, -1.99607], [-3.98478, -3.23740, -0.84392], [-0.78729, -5.00695, 1.44692], [2.81633, 0.71796, -1.52869], [2.13876, -0.22237, -0.03446], [3.05823, 0.34054, 1.51513], [2.66966, -2.00710, -0.36781], [2.11773, -2.70474, -1.44604], [2.48904, -4.00896, -1.73749], [3.43412, -4.65089, -0.94915], [3.99338, -3.98081, 0.12783], [3.61050, -2.67682, 0.41495], [3.90069, 0.82064, -1.42992], [2.37681, 1.70833, -1.63343], [2.61822, 0.15942, -2.44447], [4.13732, 0.41448, 1.34745], [2.87294, -0.37998, 2.31250], [2.68618, 1.30826, 1.85060], [1.36570, -2.22102, -2.06214], [2.03512, -4.52950, -2.57217], [3.72035, -5.67267, -1.16455], [4.72236, -4.47972, 0.75494], [4.04061, -2.18188, 1.27561]]}

No. 2
{"formula": "C20H19F3N5O4S3Tc", "method": "ωB97M-V/def2-TZVPD", "charge": 1, "orbital_gap_ha": [0.237, 0.229], "multiplicity": 2, "e_lumo_ev": [-4.154, -4.195], "total_energy_ha": -2922.947267, "e_homo_ev": [-10.6017, -10.4331], "e_above_lowest_kcal_mol": 0.00, "symbols": ["Tc", "F", "C", "F", "F", "C", "C", "C", "C", "N", "C", "S", "H", "H", "H", "O", "C", "C", "C", "C", "C", "C", "C", "O", "N", "N", "C", "S", "C", "C", "S", "H", "H", "H", "H", "H", "H", "H", "H", "H", "C", "C", "N", "O", "C", "C", "N", "O", "H", "H", "H", "H", "H", "H", "H"], "positions_angstrom": [[-0.30587, 1.10247, -0.20454], [-4.34877, -0.67179, 3.83346], [-3.47287, -1.64105, 3.55978], [-3.40364, -2.43954, 4.62426], [-3.97247, -2.36996, 2.53920], [-2.11200, -1.09149, 3.19088], [-1.00027, -1.41558, 3.95435], [0.23385, -0.88455, 3.62607], [0.32275, -0.08537, 2.50247], [-0.73231, 0.16750, 1.71533], [-1.94908, -0.28621, 2.06624], [-3.35489, 0.07165, 1.03124], [-1.11450, -2.05424, 4.81885], [1.11297, -1.09136, 4.21642], [1.26409, 0.33665, 2.17511], [4.18791, 1.71340, 0.26837], [4.51842, 0.42219, 0.03886], [5.87395, 0.10289, 0.14842], [6.30676, -1.18623, -0.07072], [5.39913, -2.19254, -0.40467], [4.06518, -1.87913, -0.51841], [3.59683, -0.57533, -0.30142], [2.15906, -0.30881, -0.44887], [1.71672, 0.90914, -0.19844], [1.34856, -1.23353, -0.83075], [-0.00334, -0.78456, -0.95412], [-0.72808, -1.81847, -1.27834], [-0.03522, -3.41391, -1.33440], [-1.44477, -4.18913, -2.16017], [-2.71173, -3.46826, -1.75176], [-2.37522, -1.69304, -1.82091], [3.21948, 1.78004, 0.21377], [6.56046, 0.89539, 0.40894], [7.35986, -1.41572, 0.01845], [5.73845, -3.20372, -0.57538], [3.34563, -2.64139, -0.78406], [-1.46488, -5.23499, -1.85505], [-1.29616, -4.13890, -3.23918], [-3.02496, -3.73951, -0.74279], [-3.53059, -3.66191, -2.44292], [-1.11531, 4.61326, -2.60299], [-1.16634, 3.37711, -1.77464], [-0.15865, 2.55214, -1.63450], [1.00679, 2.93623, -2.25853], [-2.33366, 3.02220, -0.96663], [-3.55545, 3.86999, -0.94357], [-2.16081, 1.93055, -0.26462], [-3.19315, 1.67880, 0.69799], [-0.32918, 4.54661, -3.34869], [-0.91837, 5.48743, -1.97868], [-2.06891, 4.77134, -3.10283], [1.63273, 2.23152, -2.02610], [-3.35329, 4.81364, -0.43429], [-4.37332, 3.37043, -0.43388], [-3.86152, 4.10763, -1.96159]]}

No. 3
{"formula": "C20H19F3N6O2", "method": "ωB97M-V/def2-TZVPD", "charge": 0, "orbital_gap_ha": 0.316, "e_lumo_ev": -0.081, "total_energy_ha": -1552.053898, "e_homo_ev": -8.6761, "symbols": ["N", "O", "F", "F", "F", "C", "N", "N", "O", "C", "C", "C", "C", "C", "C", "C", "C", "C", "C", "C", "N", "N", "N", "C", "C", "C", "C", "C", "C", "C", "C", "H", "H", "H", "H", "H", "H", "H", "H", "H", "H", "H", "H", "H", "H", "H", "H", "H", "H", "H"], "positions_angstrom": [[7.27542, -4.98684, 2.31423], [-0.22495, -2.64562, 1.39058], [-1.27007, 3.59383, -1.93417], [-2.88777, 3.51452, -3.28452], [-2.46586, 5.44345, -2.12300], [6.45266, -4.23165, 2.11225], [2.23462, -1.51522, -0.94456], [-4.23110, 1.24118, -1.75689], [-2.95001, 4.05532, 0.36475], [0.14411, -1.81421, 0.60663], [1.65392, -1.90747, 0.18684], [-3.49256, 1.92603, -0.92793], [-3.98369, -0.08964, -1.34839], [-2.85968, -0.16817, -0.51464], [4.10075, -3.70123, 2.72402], [2.95858, -3.04893, 2.21570], [5.08550, -2.90154, 0.68015], [5.19428, -3.59255, 1.90535], [2.74360, -2.46344, 0.93752], [3.86480, -2.37977, 0.18318], [3.52068, -1.75343, -0.97455], [-0.67929, -0.87223, 0.17806], [-2.50682, 1.17373, -0.24166], [4.47870, -1.39520, -2.12600], [-1.97291, -1.30643, -0.09166], [-1.46802, 1.26089, 1.97710], [-0.27930, 0.47253, -0.18708], [-4.82021, 4.04747, -0.99455], [-2.58187, 4.06395, -2.11430], [-1.28193, 1.48108, 0.46989], [-3.39709, 3.52893, -0.83843], [-3.09158, 3.56671, 1.17406], [-4.50782, -0.92723, -1.69383], [4.14293, -4.11724, 3.73126], [2.04283, -3.08745, 2.83619], [5.84009, -2.78691, -0.01506], [4.70549, -0.35739, -2.26353], [5.46247, -1.79655, -1.91815], [4.08133, -1.83091, -3.04918], [-2.39130, -1.63086, 0.91883], [-2.01136, -1.99032, -0.85492], [-0.50560, 1.18778, 2.44065], [-2.05412, 0.32383, 2.10449], [-2.05696, 2.10892, 2.43899], [-0.25974, 0.57952, -1.31108], [0.79719, 0.55781, 0.18285], [-5.50656, 3.60506, -1.73896], [-4.69529, 5.06288, -1.15580], [-5.34702, 3.96399, -0.02113], [-0.99946, 2.53901, 0.35039]]}

No. 4
{"formula": "C20H19F5N3OPS4W", "method": "ωB97M-V/def2-TZVPD", "charge": 2, "orbital_gap_ha": 0.192, "e_lumo_ev": -7.567, "total_energy_ha": -3513.032040, "e_homo_ev": -12.7889, "symbols": ["W", "F", "C", "C", "F", "C", "F", "C", "S", "C", "F", "C", "F", "C", "C", "C", "N", "H", "H", "H", "H", "H", "S", "C", "S", "C", "N", "N", "C", "C", "C", "C", "C", "C", "S", "H", "H", "H", "H", "H", "C", "P", "C", "C", "O", "H", "H", "H", "H", "H", "H", "H", "H", "H"], "positions_angstrom": [[0.64086, -1.42270, 0.44839], [7.21718, -1.82353, 1.92138], [6.09264, -1.45387, 1.35188], [4.91976, -2.14878, 1.63017], [4.91558, -3.17876, 2.45852], [3.76779, -1.72251, 1.01459], [2.58645, -2.40069, 1.26554], [3.70360, -0.66031, 0.14231], [2.16917, -0.18949, -0.62794], [4.88514, 0.01852, -0.12077], [4.88458, 1.04908, -0.94967], [6.07473, -0.37359, 0.47836], [7.18899, 0.27739, 0.22217], [1.49647, -5.90633, -2.47851], [0.27295, -5.62195, -1.59102], [0.37875, -4.32714, -0.94248], [0.47509, -3.29425, -0.44676], [1.36223, -6.88111, -2.94053], [2.41198, -5.92742, -1.89110], [1.59013, -5.16273, -3.26706], [0.16825, -6.36822, -0.79971], [-0.65353, -5.61728, -2.16950], [-1.10886, 5.02628, -0.68624], [-1.27400, 3.44097, -0.93865], [-0.26250, 2.19516, -0.18444], [-1.22682, 0.96982, -0.94283], [-2.17391, 1.41804, -1.69134], [-2.18123, 2.76214, -1.72750], [-3.19660, 3.41578, -2.51467], [-2.81574, 4.29071, -3.51612], [-3.80192, 4.90768, -4.26892], [-5.14119, 4.64159, -4.01775], [-5.50323, 3.75651, -3.01176], [-4.52588, 3.13842, -2.24766], [-1.15231, -0.76043, -0.68063], [-1.76893, 4.49091, -3.70072], [-3.52227, 5.59524, -5.05511], [-5.90615, 5.12577, -4.60923], [-6.54686, 3.54983, -2.81853], [-4.78993, 2.44539, -1.45958], [0.33113, 1.53049, 3.49827], [-0.48663, -0.03960, 3.35281], [-0.38379, -0.94344, 4.87644], [-2.18014, 0.18109, 2.86807], [0.27259, -0.89003, 2.25465], [-0.16149, 2.11757, 4.27631], [0.27611, 2.07419, 2.55482], [1.37255, 1.37301, 3.78067], [-0.88972, -0.38507, 5.66575], [0.66238, -1.08129, 5.15104], [-0.86408, -1.91558, 4.76302], [-2.70173, 0.74549, 3.64383], [-2.66731, -0.78645, 2.74232], [-2.23034, 0.74548, 1.93542]]}